Formula: C3H4N2O2
Source: the Open Molecules 2025 dataset
Level of theory: the ωB97M-V functional and the def2-TZVPD basis

- relative energy (zero: lowest compared OMol25 entry of this formula, charge and spin) (kcal/mol) = 130.3
- gap between HOMO and LUMO (spin up / spin down) (Eh) = 0.2909 / 0.2909
- E_HOMO (spin up / spin down) (eV) = -8.33 / -8.33
- net charge = 0

Geometry (Å):
1 C -0.32341 1.20754 0.07068
2 C -0.65571 -0.25541 0.09432
3 C 1.56690 0.19658 0.06014
4 N 0.95771 1.40058 0.09663
5 N 0.66766 -0.91446 0.00695
6 O 0.54611 -2.35711 -0.03218
7 O 2.87018 -0.00158 -0.03062
8 H -1.14747 1.86334 -0.12050
9 H -1.49255 -0.50030 0.77122
10 H -0.99147 -0.30286 -0.94125
11 H 2.91443 -0.90075 -0.38684